C22H44BrNO7S | ωB97M-V/def2-TZVPD

XYZ file:
```
76
Properties=species:S:1:pos:R:3:forces:R:3
C -3.846 -2.499 -0.723 -0.06 -0.17 0.14
O -4.685 -1.386 -0.970 0.07 0.08 0.03
C -6.023 -1.738 -0.977 0.12 0.11 0.27
O -6.707 -0.678 -1.621 -0.32 -0.36 -0.26
C -7.928 -0.354 -1.104 0.33 0.14 -0.34
O -8.111 -0.051 0.034 -0.06 0.00 0.19
N -8.874 -0.368 -2.141 -0.37 -0.15 0.36
Br -10.549 0.199 -1.514 0.11 0.00 -0.01
C -8.916 -1.660 -2.875 0.20 0.18 -0.18
C -9.992 -1.764 -3.964 0.15 -0.03 -0.26
C -10.831 -3.034 -3.863 0.23 -0.16 0.19
S -12.120 -3.071 -2.586 -0.08 0.02 -0.04
H -2.844 -2.119 -0.561 0.00 0.02 -0.10
H -3.841 -3.186 -1.575 0.03 0.05 -0.03
H -4.169 -3.053 0.168 -0.01 0.07 0.01
H -6.412 -1.861 0.042 0.01 0.02 -0.02
H -6.178 -2.665 -1.550 0.00 0.05 -0.08
H -8.988 -2.498 -2.171 -0.16 0.07 0.04
H -7.938 -1.719 -3.350 0.02 -0.09 0.08
H -9.478 -1.822 -4.927 -0.02 0.13 0.00
H -10.611 -0.869 -3.995 -0.07 -0.06 0.07
H -10.168 -3.884 -3.688 -0.04 -0.03 -0.10
H -11.345 -3.236 -4.803 -0.07 0.10 0.03
H -11.299 -3.072 -1.528 0.00 0.03 0.02
C 0.412 -0.190 -2.764 -0.17 0.02 0.05
C -0.603 0.868 -2.329 0.01 -0.03 0.02
C -1.919 0.242 -2.771 -0.01 0.03 -0.01
O -1.739 -1.172 -2.668 0.01 -0.07 -0.02
C -0.355 -1.473 -2.475 0.01 0.04 0.02
H 1.363 -0.136 -2.242 -0.04 0.01 -0.04
H 0.615 -0.103 -3.833 0.01 -0.01 0.00
H -0.584 0.982 -1.242 -0.01 0.00 0.00
H -0.434 1.846 -2.777 0.01 0.00 -0.01
H -2.147 0.496 -3.813 0.01 0.01 0.00
H -2.770 0.530 -2.153 -0.01 -0.03 0.00
H -0.203 -1.795 -1.437 0.02 -0.01 -0.01
H -0.081 -2.299 -3.133 -0.01 0.00 0.00
C 5.773 -0.787 -3.179 -0.02 -0.01 -0.06
C 5.663 0.641 -3.709 0.01 0.02 0.04
C 4.166 0.759 -3.962 0.00 -0.01 -0.01
O 3.528 -0.069 -2.988 0.17 -0.01 -0.02
C 4.502 -0.902 -2.349 0.05 0.02 0.10
H 6.672 -0.969 -2.591 0.00 0.02 0.01
H 5.755 -1.498 -4.008 0.00 0.00 0.00
H 5.975 1.352 -2.940 0.00 0.00 0.00
H 6.255 0.825 -4.604 0.00 -0.01 0.00
H 3.903 0.400 -4.963 0.01 0.01 -0.01
H 3.792 1.779 -3.854 -0.01 0.00 0.00
H 4.668 -0.541 -1.330 0.03 -0.03 0.01
H 4.117 -1.922 -2.297 -0.04 0.01 -0.02
C 4.419 1.985 2.338 0.00 -0.03 0.03
C 5.897 1.980 2.721 0.01 0.04 0.03
C 6.322 0.587 2.280 -0.02 -0.02 0.03
O 5.508 0.257 1.152 -0.02 -0.02 -0.03
C 4.439 1.198 1.034 0.03 0.05 -0.04
H 4.001 2.984 2.218 0.01 0.00 0.00
H 3.831 1.457 3.091 0.00 0.00 0.00
H 6.436 2.740 2.151 0.00 -0.01 -0.01
H 6.078 2.160 3.781 0.00 0.01 0.00
H 6.145 -0.149 3.072 0.01 0.01 0.01
H 7.371 0.529 1.986 0.00 -0.01 -0.02
H 4.639 1.855 0.180 -0.04 0.02 0.00
H 3.510 0.659 0.842 0.02 -0.03 -0.01
C 4.481 3.069 8.191 -0.02 0.00 -0.03
C 4.683 1.556 8.137 0.04 0.04 0.03
C 5.484 1.403 6.850 -0.06 -0.03 -0.06
O 6.263 2.592 6.716 0.01 0.00 -0.02
C 5.812 3.575 7.650 0.00 -0.01 0.03
H 4.264 3.447 9.189 0.01 -0.01 0.01
H 3.665 3.364 7.528 0.00 0.00 0.00
H 5.274 1.223 8.993 0.00 0.00 0.00
H 3.754 0.989 8.123 -0.01 0.01 -0.01
H 4.818 1.317 5.983 -0.01 -0.04 0.01
H 6.151 0.541 6.860 0.02 0.01 -0.01
H 6.554 3.672 8.450 -0.01 0.01 0.01
H 5.731 4.534 7.137 0.01 0.00 -0.01
```
Forces are in eV/Å.

The multiplicity is 1. The total energy comes out at -4418.17042 Ha. Its LUMO energy is 0.499 eV. Its SMILES is COCOC(=O)N(Br)CCCS.C1CCOC1.C1CCOC1.C1CCOC1.C1CCOC1. The total charge is 0. For the HOMO energy, the calculation gives -9.03 eV. The frontier orbital gap comes out at 9.529 eV.



C7H9ClN2S | ωB97M-V/def2-TZVPD

XYZ file:
```
20
Properties=species:S:1:pos:R:3:forces:R:3
C 1.575 -1.430 -0.071 4.35 0.40 0.73
C 2.820 -1.014 0.389 -2.11 -0.23 -0.49
C 0.899 0.682 0.585 2.81 -2.00 -0.80
C -0.865 -1.441 -1.730 2.43 -1.38 -2.65
C -0.736 -0.760 -0.623 -0.21 0.22 1.03
C -1.911 -0.166 0.085 -1.14 0.90 -0.67
C 1.490 4.158 0.791 -1.11 1.21 -0.06
N 0.267 1.717 0.627 -2.36 1.52 0.26
N 0.559 -0.540 -0.002 -1.61 0.30 0.34
S 2.720 0.664 0.993 -0.96 -1.16 -0.19
Cl 2.891 3.791 -0.027 1.29 0.42 -0.81
H 1.455 -2.346 -0.579 -0.44 -0.89 -0.22
H 3.778 -1.564 0.414 -0.96 0.38 -0.08
H 0.014 -1.916 -2.257 -0.58 0.78 0.93
H -1.663 -1.498 -2.446 -1.09 0.00 0.84
H -1.793 0.927 -0.095 -0.37 -0.45 0.82
H -1.938 -0.430 1.163 0.09 0.39 -0.66
H -2.917 -0.435 -0.398 1.69 0.07 0.64
H 1.022 3.220 1.063 -0.49 0.86 0.60
H 0.939 5.101 0.497 0.76 -1.34 0.44
```
Forces are in eV/Å.

The multiplicity is 1. The total energy comes out at -1239.81432 Ha. The calculation puts the energy relative to the best compared isomer or geometry (same formula, charge and spin) at 57.1 kcal/mol. Its LUMO energy (alpha / beta) is 0.430 / -1.300 eV. The total charge is 0. For the HOMO energy (alpha / beta), the calculation gives -7.98 / -7.70 eV. The frontier orbital gap (alpha / beta) comes out at 8.407 / 6.399 eV.



C5H8O | ωB97M-V/def2-TZVPD

XYZ file:
```
14
Properties=species:S:1:pos:R:3:forces:R:3
O 2.022 0.374 0.108 0.11 0.10 0.05
C 0.672 0.593 -0.273 -0.37 0.02 -0.16
C 0.193 -0.615 -1.114 0.03 0.06 -0.02
C -1.014 -1.132 -0.378 -0.05 0.06 0.15
C -1.272 -0.440 0.728 0.01 -0.09 -0.12
C -0.288 0.679 0.945 0.02 0.04 0.01
H 2.316 1.153 0.593 0.05 -0.12 -0.03
H 0.604 1.512 -0.874 0.04 -0.15 0.13
H 0.991 -1.365 -1.178 -0.08 0.13 0.04
H -0.049 -0.319 -2.143 0.03 -0.06 0.15
H -1.590 -1.987 -0.723 0.08 0.12 0.06
H -2.085 -0.645 1.419 0.11 0.01 -0.12
H -0.785 1.654 1.016 0.07 -0.13 -0.03
H 0.283 0.539 1.873 -0.07 0.02 -0.11
```
Forces are in eV/Å.

The multiplicity is 1. The total energy comes out at -270.52948 Ha. The calculation puts the energy relative to the best compared isomer or geometry (same formula, charge and spin) at 17.8 kcal/mol. Its LUMO energy is 1.020 eV. Its SMILES is OC1CC=CC1. The total charge is 0. For the HOMO energy, the calculation gives -9.22 eV. The frontier orbital gap comes out at 10.242 eV.



C31H46N2O6P2Tb | ωB97M-V/def2-TZVPD

XYZ file:
```
88
Properties=species:S:1:pos:R:3:forces:R:3
Tb 0.646 -0.090 0.245 0.01 -0.17 0.58
C -0.872 0.953 2.089 -0.35 -0.94 0.55
C -1.882 0.204 1.425 0.66 0.10 -0.43
C -0.298 -1.299 2.183 -0.27 1.10 0.29
C 0.091 0.033 2.620 -1.08 -0.57 -0.39
C -1.500 -1.161 1.423 0.32 0.44 0.37
C -0.863 2.429 2.315 0.14 0.53 -0.02
H -1.590 2.934 1.669 0.15 -0.07 0.12
H 0.131 2.837 2.083 -0.18 0.15 0.06
H -1.087 2.732 3.353 0.06 -0.30 -0.35
C 1.321 0.478 3.331 0.81 0.23 0.34
H 1.296 1.565 3.536 -0.05 -0.60 -0.01
H 2.238 0.285 2.732 -0.42 0.20 0.40
H 1.453 -0.047 4.288 -0.02 0.15 -0.24
C 0.354 -2.618 2.424 0.56 -0.60 0.10
H 0.422 -2.864 3.493 -0.07 0.13 -0.21
H 1.386 -2.652 2.036 -0.42 -0.07 0.11
H -0.206 -3.431 1.932 0.19 0.34 0.25
C -2.289 -2.288 0.847 -0.23 -0.42 -0.17
H -2.839 -2.856 1.615 0.20 0.24 -0.19
H -1.637 -3.007 0.332 -0.23 0.09 0.07
H -3.028 -1.919 0.126 0.12 -0.13 0.11
C -3.143 0.740 0.831 -0.46 0.14 -0.26
H -4.004 0.624 1.513 0.35 0.02 -0.17
H -3.405 0.206 -0.096 0.04 0.21 0.23
H -3.065 1.809 0.596 -0.04 -0.26 0.04
C 0.092 4.809 -5.587 -0.02 0.35 0.38
C -0.983 5.323 -4.976 0.45 0.32 -0.27
C -2.387 5.384 -5.512 -0.32 -0.22 0.00
C -2.772 4.302 -6.545 -0.44 0.38 -0.20
C -2.533 2.883 -6.111 0.01 -0.46 0.06
C -1.406 2.169 -6.224 -0.55 -0.07 -0.33
C -0.119 2.595 -6.869 0.27 0.18 0.02
C 0.140 4.116 -6.919 0.36 -0.12 -0.46
H -2.570 6.367 -5.985 0.15 -0.26 0.27
H -2.286 4.524 -7.502 -0.34 -0.15 0.29
H -3.083 5.333 -4.657 0.15 0.00 -0.24
H -0.540 4.575 -7.645 0.42 -0.08 0.26
H 1.084 4.960 -5.139 -0.46 -0.12 0.14
H -0.848 5.882 -4.042 0.13 -0.26 -0.25
H 1.156 4.255 -7.325 -0.34 -0.03 0.06
H 0.712 2.101 -6.336 -0.14 0.14 -0.17
H -1.421 1.113 -5.923 -0.17 0.33 -0.05
H -0.077 2.219 -7.908 -0.05 -0.02 0.39
H -3.855 4.407 -6.724 0.35 0.02 -0.02
H -3.436 2.394 -5.722 0.49 0.01 0.08
P 0.118 2.011 -1.621 0.11 1.02 -0.41
P -0.233 -1.159 -2.181 -0.19 -0.32 -0.75
C 0.234 1.413 -3.377 -0.09 0.09 -0.01
C 0.542 -0.098 -3.499 0.28 -0.29 0.08
H 1.036 2.003 -3.858 -0.41 -0.26 0.08
H -0.704 1.675 -3.902 0.39 -0.10 0.35
H 0.193 -0.493 -4.470 0.32 0.19 0.27
H 1.631 -0.273 -3.426 -0.37 0.06 -0.12
C 0.543 -2.809 -2.339 0.10 0.10 -0.21
H -0.013 -3.523 -1.714 0.14 0.21 -0.20
H 1.583 -2.769 -1.984 -0.24 -0.07 -0.18
H 0.513 -3.136 -3.387 0.10 -0.08 0.27
C -1.899 -1.433 -2.866 -0.20 0.03 0.14
H -1.817 -1.669 -3.938 -0.08 0.04 0.34
H -2.513 -0.533 -2.731 0.09 -0.24 -0.10
H -2.375 -2.270 -2.337 0.06 0.25 -0.17
C 1.624 3.064 -1.434 -0.10 -0.10 0.06
H 1.657 3.441 -0.397 0.08 -0.05 -0.43
H 1.589 3.912 -2.136 0.10 -0.28 0.24
H 2.520 2.452 -1.622 -0.19 0.29 0.06
C -1.210 3.271 -1.624 -0.20 -0.02 0.01
H -2.190 2.774 -1.628 0.23 0.17 -0.03
H -1.135 3.939 -2.496 0.05 -0.27 0.23
H -1.132 3.867 -0.703 -0.02 -0.18 -0.24
O 4.519 -1.256 -0.393 -1.19 0.01 1.07
C 3.812 -1.388 0.598 0.51 -0.19 -0.43
O 2.568 -0.903 0.738 1.57 -0.55 -0.47
C 4.353 -2.195 1.794 0.79 -0.50 0.61
C 5.545 -2.964 1.711 -0.23 0.15 0.31
C 6.025 -3.703 2.822 -1.64 1.28 -0.60
C 5.356 -3.706 4.050 -0.20 0.17 -0.37
C 4.199 -2.922 4.124 0.71 -0.10 -1.47
C 3.720 -2.179 3.032 -0.46 0.24 0.09
N 3.405 -2.927 5.316 -2.07 0.30 2.72
O 3.788 -3.566 6.307 -0.40 1.03 -1.95
O 2.326 -2.275 5.300 2.13 -1.25 -0.06
N 7.212 -4.497 2.626 2.76 -1.84 -0.51
O 7.750 -4.469 1.498 -1.14 0.06 2.14
O 7.650 -5.183 3.573 -1.19 1.52 -1.60
H 6.119 -2.979 0.788 -0.16 -0.05 0.15
H 5.698 -4.308 4.891 -0.07 0.20 -0.22
H 2.817 -1.568 3.146 0.58 -0.53 0.15
```
Forces are in eV/Å.

The multiplicity is 7. Its expectation value of S² is 12.626. The total energy comes out at -3276.53180 Ha. Its LUMO energy (alpha / beta) is -3.984 / -3.237 eV. The total charge is +1. For the HOMO energy (alpha / beta), the calculation gives -11.11 / -11.11 eV. The frontier orbital gap (alpha / beta) comes out at 7.129 / 7.870 eV.



C4H8 | ωB97M-V/def2-TZVPD

XYZ file:
```
12
Properties=species:S:1:pos:R:3:forces:R:3
C 1.915 -2.257 1.531 1.89 -1.07 0.15
C 1.160 -3.085 0.824 -1.18 0.73 -1.51
H 2.100 -2.242 2.600 -1.34 0.66 0.21
H 2.804 -1.890 1.024 0.11 -0.09 -0.07
H 0.106 -3.340 0.918 0.38 -0.63 1.25
H 1.440 -3.289 -0.209 0.15 0.41 -0.04
C -1.577 3.308 -0.975 0.01 -0.09 0.04
C -1.567 2.020 -1.328 -0.40 1.16 0.74
H -2.358 3.657 -0.303 -0.41 0.34 -0.83
H -0.840 4.039 -1.291 0.48 -0.28 0.64
H -2.548 1.560 -1.256 0.58 -0.89 0.46
H -0.635 1.519 -1.535 -0.26 -0.24 -1.04
```
Forces are in eV/Å.

The multiplicity is 1. The total energy comes out at -157.09050 Ha. The calculation puts the energy relative to the best compared isomer or geometry (same formula, charge and spin) at 58.6 kcal/mol. Its LUMO energy is 1.125 eV. Its SMILES is C=C.C=C. The total charge is 0. For the HOMO energy, the calculation gives -9.64 eV. The frontier orbital gap comes out at 10.768 eV.